Here is C27H25BrIrN4O2 as an isolated structure in a non-equilibrium geometry from OMol25. Energies are from the ωB97M-V functional and the def2-TZVPD basis.

Positions of all 60 atoms, in Å:
Ir  -0.010  0.148  -0.543
Br  -0.510  2.547  -0.623
O  -1.499  -3.730  -0.301
O  0.366  -2.058  -0.317
N  2.362  0.560  -0.488
N  -0.294  -0.236  1.612
N  4.397  0.074  0.150
N  -0.191  -1.568  1.912
C  -1.025  -0.649  -4.719
C  -1.367  0.327  2.212
C  -0.430  -0.182  -2.426
C  3.291  -1.578  -1.368
C  -1.550  1.600  2.517
C  -0.771  -0.562  -6.061
C  -0.113  -0.119  -3.749
C  4.088  1.287  0.713
C  -1.527  3.121  4.415
C  3.323  -0.330  -0.574
C  0.380  -5.732  2.773
C  -0.702  -6.299  2.119
C  -1.844  4.558  6.331
C  2.824  1.571  0.304
C  0.395  0.039  -6.532
C  -2.099  4.247  5.008
C  0.843  -4.487  2.378
C  -1.005  3.758  7.087
C  -0.425  2.638  6.510
C  1.319  0.533  -5.612
C  0.614  -2.372  0.983
C  0.240  -3.802  1.339
C  1.090  0.464  -4.263
C  -1.838  2.764  3.030
C  -1.325  -5.625  1.089
C  -0.866  -4.370  0.685
C  -0.688  2.320  5.193
H  2.237  0.981  -5.976
H  0.582  0.120  -7.594
H  -2.180  -6.041  0.576
H  -2.761  4.875  4.430
H  -1.487  -0.966  -6.769
H  0.854  -6.255  3.593
H  -2.336  3.519  2.431
H  -0.807  4.010  8.120
H  1.676  -2.171  1.250
H  -1.066  -7.275  2.412
H  -1.931  -1.109  -4.353
H  1.680  -4.035  2.891
H  -2.306  5.430  6.774
H  2.268  -1.957  -1.369
H  -0.241  1.445  4.739
H  3.575  -1.379  -2.401
H  2.222  2.431  0.518
H  4.777  1.822  1.335
H  -1.101  -2.008  2.096
H  3.966  -2.324  -0.954
H  1.800  0.858  -3.551
H  0.229  2.009  7.098
H  -2.168  -0.361  2.532
H  -0.900  -2.924  -0.525
H  5.253  -0.439  0.281

Summary:
F_max (eV/A): 1.563
Multiplicity: 5
Kohn-Sham gap (alpha / beta) (Eh): 0.1972 / 0.2332
Expectation value of S²: 6.08
HOMO (alpha / beta) (eV): -2.8 / -4.5
Charge: -1